{"formula": "C35H39N5V", "method": "wB97M-V/def2-TZVPD", "charge": -2, "homo_energy_ev": [1.61, 1.70], "multiplicity": 4, "elements": ["V", "N", "N", "C", "C", "C", "C", "H", "H", "H", "C", "C", "H", "H", "H", "C", "C", "H", "H", "H", "C", "H", "H", "H", "C", "H", "H", "H", "C", "H", "C", "H", "C", "H", "C", "H", "C", "C", "H", "C", "C", "H", "C", "H", "N", "C", "C", "C", "H", "C", "C", "H", "H", "H", "C", "H", "C", "C", "H", "H", "H", "C", "H", "H", "H", "N", "C", "N", "C", "C", "C", "C", "C", "C", "H", "H", "H", "H", "H", "H"], "positions_angstrom": [[-0.1106, 0.0358, 0.5103], [-0.1992, -2.4258, 3.5560], [-1.3989, -2.8274, -2.8079], [0.4667, 1.8043, -0.4003], [1.5968, 0.9635, -0.1126], [1.6289, 0.7672, 1.3119], [2.4976, -0.1725, 2.0249], [3.3481, -0.4371, 1.4016], [1.8307, -1.2362, 2.2321], [2.8092, 0.2143, 2.9930], [0.4858, 1.4096, 1.9031], [0.0773, 1.2294, 3.3111], [0.9186, 1.4548, 3.9783], [-0.2103, 0.1832, 3.5139], [-0.7579, 1.8923, 3.5633], [-0.2286, 2.0772, 0.8393], [-1.4514, 2.9136, 0.9466], [-2.2987, 2.3510, 1.3638], [-1.7418, 3.3018, -0.0396], [-1.2600, 3.7703, 1.6080], [2.5313, 0.4015, -1.1206], [3.4883, 0.9417, -1.1516], [2.1001, 0.4457, -2.1279], [2.7491, -0.6489, -0.8991], [0.1914, 2.4397, -1.7193], [-0.8755, 2.6532, -1.8568], [0.5144, 1.7858, -2.5392], [0.7333, 3.3946, -1.8408], [-0.9787, -3.2762, 4.2278], [-0.9768, -3.1859, 5.3179], [-1.8228, -4.2089, 3.5938], [-2.5259, -4.7811, 4.1977], [-1.7227, -4.3622, 2.2074], [-2.4007, -5.0292, 1.6657], [-0.7672, -3.6291, 1.5279], [-0.5754, -3.7566, 0.4586], [-0.0409, -2.6241, 2.2294], [0.8590, -1.7391, 1.5193], [1.3283, -2.2071, 0.6207], [-1.5534, -1.6224, -3.2720], [-0.2285, -3.3285, -3.3837], [0.1242, -4.3203, -3.1807], [0.3318, -2.3674, -4.1572], [1.2371, -2.3963, -4.7374], [-0.5210, -1.2465, -4.0749], [-0.3985, 0.0538, -4.6008], [0.6916, 0.5371, -5.3558], [0.4886, 1.7184, -6.0937], [1.2682, 2.0751, -6.7673], [-0.6904, 2.4678, -5.9968], [-0.9414, 3.6602, -6.8846], [-1.4908, 4.4510, -6.3545], [-1.5395, 3.3949, -7.7707], [0.0001, 4.0812, -7.2548], [-1.6359, 2.0965, -5.0355], [-2.5101, 2.7219, -4.8438], [-1.4874, 0.9089, -4.3033], [-2.3656, 0.5171, -3.2049], [-2.3872, -0.8414, -3.1111], [-3.4090, 0.8159, -3.3180], [-1.9983, 0.8364, -2.2177], [2.0405, -0.1020, -5.3640], [2.0372, -1.0162, -5.9713], [2.3845, -0.3298, -4.3434], [2.7724, 0.5847, -5.8109], [-4.0387, -1.9689, 0.0751], [-2.7323, -1.7646, -0.2103], [-2.2246, -0.8121, 0.5911], [-3.2531, -0.4340, 1.4795], [-3.2897, 0.4499, 2.5647], [-4.5065, 0.6137, 3.2418], [-5.6457, -0.1289, 2.8888], [-5.5990, -1.0439, 1.8267], [-4.3959, -1.1540, 1.1447], [-4.6678, -2.5997, -0.4076], [-2.2138, -2.3193, -0.9814], [-2.3754, 0.9669, 2.8604], [-4.5658, 1.3338, 4.0592], [-6.5677, 0.0136, 3.4530], [-6.4473, -1.6532, 1.5145]]}

***

{"formula": "C35H39N7O4PReS5", "method": "wB97M-V/def2-TZVPD", "charge": -2, "homo_energy_ev": [0.50, -0.96], "multiplicity": 3, "elements": ["Re", "S", "C", "N", "N", "C", "C", "C", "C", "C", "C", "N", "N", "C", "C", "C", "C", "C", "C", "H", "H", "H", "H", "H", "H", "H", "H", "H", "H", "H", "O", "C", "C", "C", "C", "C", "C", "C", "O", "N", "N", "C", "S", "C", "C", "S", "H", "H", "H", "H", "H", "H", "H", "H", "H", "C", "C", "O", "P", "S", "S", "O", "C", "C", "H", "H", "H", "H", "H", "H", "H", "H", "H", "H", "C", "C", "C", "C", "C", "C", "C", "C", "N", "H", "H", "H", "H", "H", "H", "H", "H", "H"], "positions_angstrom": [[-14.8018, -9.7451, 15.1538], [-14.6571, -11.3916, 16.8967], [-13.4062, -10.7865, 18.0179], [-12.8490, -11.2253, 19.1644], [-13.3992, -12.3284, 19.6655], [-12.6392, -13.2144, 20.3785], [-11.3309, -12.7833, 20.8985], [-10.6786, -13.5896, 21.7713], [-11.1934, -14.8175, 22.1240], [-12.3712, -15.2759, 21.5618], [-13.1093, -14.4720, 20.7133], [-13.0875, -9.5550, 17.6660], [-13.8251, -9.0265, 16.6885], [-13.6851, -7.5661, 16.7441], [-14.4202, -6.9173, 17.7002], [-14.1998, -5.5821, 17.8734], [-13.1204, -4.9603, 17.2139], [-12.5459, -5.5673, 16.1127], [-12.7834, -6.9437, 15.8958], [-14.3439, -12.6362, 19.3549], [-11.0700, -11.7607, 20.6456], [-9.7843, -13.1884, 22.1498], [-10.8036, -15.3875, 22.9361], [-12.7486, -16.2430, 21.9040], [-14.1287, -14.7890, 20.4397], [-15.1192, -7.4263, 18.2783], [-14.8754, -5.0211, 18.5934], [-12.8264, -3.9327, 17.3998], [-11.8128, -5.0151, 15.5128], [-12.1291, -7.4998, 15.2055], [-15.9314, -7.7671, 10.1885], [-15.5844, -6.6846, 10.9290], [-15.3599, -5.5349, 10.2054], [-15.0944, -4.3503, 10.8777], [-15.2401, -4.3151, 12.2568], [-15.3485, -5.5071, 13.0098], [-15.5493, -6.7278, 12.3320], [-15.5891, -8.0173, 13.0551], [-15.1559, -7.9715, 14.2995], [-16.0103, -9.1346, 12.5051], [-16.0481, -10.1476, 13.3790], [-16.5920, -11.3353, 12.9486], [-17.2352, -11.3853, 11.3772], [-17.4877, -13.1567, 11.2566], [-17.3009, -13.9338, 12.5663], [-16.5338, -12.8620, 13.7998], [-16.0842, -8.4979, 10.8594], [-15.3824, -5.6138, 9.1248], [-14.7651, -3.4524, 10.3600], [-15.2696, -3.3334, 12.7514], [-15.3015, -5.4545, 14.0984], [-16.8525, -13.4666, 10.4226], [-18.5258, -13.2640, 10.8494], [-16.6286, -14.8019, 12.4171], [-18.3018, -14.2615, 12.9186], [-21.3281, -12.2090, 15.2639], [-20.8159, -11.0070, 16.0573], [-19.3510, -10.9313, 15.8052], [-18.2448, -10.4776, 16.8321], [-17.0796, -8.9427, 16.0184], [-15.5240, -13.1170, 17.2460], [-19.1969, -9.7415, 17.9012], [-18.7887, -9.6408, 19.3675], [-20.1430, -9.5757, 20.0311], [-22.4026, -12.2895, 15.3750], [-20.9049, -13.1771, 15.5812], [-21.0430, -12.0781, 14.1993], [-20.9721, -11.1309, 17.1331], [-21.2301, -10.0813, 15.6873], [-18.1518, -8.7385, 19.4632], [-18.2582, -10.5178, 19.6936], [-20.4926, -8.5311, 20.0118], [-20.1163, -9.9152, 21.0841], [-20.8452, -10.1786, 19.4865], [-12.2944, -8.7343, 12.2193], [-11.6155, -9.9436, 12.7653], [-10.2372, -10.1226, 12.4442], [-9.5923, -11.2638, 12.9151], [-10.3243, -12.2493, 13.5525], [-11.7038, -12.1095, 13.8347], [-12.3840, -13.2541, 14.5753], [-12.3158, -10.8565, 13.5960], [-13.4780, -10.4328, 14.2550], [-13.1872, -9.0621, 11.7141], [-11.7208, -8.1645, 11.4899], [-12.6129, -8.1126, 13.0373], [-9.7442, -9.3898, 11.8377], [-8.4889, -11.3413, 12.8715], [-9.9695, -13.2529, 13.7634], [-12.2998, -14.2483, 14.0916], [-13.4731, -13.0908, 14.6623], [-11.9545, -13.3235, 15.5854]]}